Below is a 7-piece molecular cluster, H13O6S overall, with properties calculated with the ωB97M-V functional and the def2-TZVPD basis.

## Properties
Kohn-Sham gap: 7.1599 eV
Energy relative to the best compared isomer or geometry (same formula, charge and spin): 21.5 kcal/mol
E_HOMO: -0.1638 Eh
Electronic energy: -23333.519 eV

```
! RIJCOSX wB97M-V def2-TZVPD def2/J DEFGRID3
* xyz -1 1
S -2.120 0.526 -0.397
H -2.599 1.539 -1.141
H 1.305 0.221 0.044
H 0.006 -0.419 -0.347
O 0.894 -0.650 -0.007
H -2.415 1.746 1.819
H -2.374 3.241 1.553
O -2.170 2.595 2.220
H 6.585 -2.809 0.286
H 5.858 -2.306 -0.897
O 6.750 -2.547 -0.627
H 0.355 -0.556 2.400
H 1.787 -0.697 2.226
O 1.164 -0.454 2.922
H -5.283 -1.179 -0.050
H -3.891 -1.004 -0.705
O -4.802 -1.321 -0.867
H 0.313 1.635 -3.525
H -0.068 1.214 -2.159
O 0.706 1.226 -2.747
*
```

Below is H14IO7 as an isolated structure in a non-equilibrium geometry, with properties calculated with the ωB97M-V functional and the def2-TZVPD basis.

## Properties
Kohn-Sham gap: 8.2055 eV
Energy relative to the best compared isomer or geometry (same formula, charge and spin): 54.8 kcal/mol
E_HOMO: -0.1962 Eh
Electronic energy: -22662.207 eV

```
! RIJCOSX wB97M-V def2-TZVPD def2/J DEFGRID3
* xyz -1 1
I -35.031 -51.554 -2.508
O -34.319 -53.958 -4.971
H -34.945 -54.643 -4.776
H -34.563 -53.026 -4.525
O -37.734 -51.863 -2.877
H -37.076 -51.409 -2.344
H -38.531 -51.574 -2.349
O -35.436 -48.639 -4.514
H -35.975 -47.950 -4.168
H -35.063 -49.066 -3.845
O -32.867 -50.708 -5.236
H -33.058 -50.729 -4.327
H -33.492 -51.051 -5.777
O -36.170 -54.563 -0.751
H -35.884 -53.748 -1.162
H -36.561 -54.458 0.133
O -32.318 -50.526 -0.062
H -32.443 -51.319 0.530
H -33.068 -50.890 -0.560
O -36.584 -49.067 -0.336
H -36.700 -49.758 0.242
H -36.032 -49.460 -1.004
*
```

Below is H14KO7 as an isolated structure in a non-equilibrium geometry, with properties calculated with the ωB97M-V functional and the def2-TZVPD basis.

## Properties
Kohn-Sham gap: 11.0919 eV
Energy relative to the best compared isomer or geometry (same formula, charge and spin): 11.8 kcal/mol
E_HOMO: -0.5226 Eh
Electronic energy: -30881.135 eV

```
! RIJCOSX wB97M-V def2-TZVPD def2/J DEFGRID3
* xyz 1 1
K 12.772 -7.051 -13.366
O 11.333 -8.857 -12.111
H 11.659 -8.991 -11.240
H 10.645 -9.486 -12.313
O 13.373 -4.376 -13.453
H 13.967 -4.155 -12.735
H 13.061 -3.535 -13.844
O 10.403 -7.761 -15.033
H 9.531 -7.774 -14.742
H 10.643 -6.846 -15.013
O 13.492 -6.501 -10.696
H 12.619 -6.170 -10.809
H 13.638 -6.716 -9.772
O 13.287 -6.543 -15.933
H 12.817 -5.917 -16.446
H 14.203 -6.492 -16.321
O 10.894 -5.091 -14.807
H 10.434 -4.556 -15.483
H 11.541 -4.532 -14.361
O 15.410 -6.825 -13.931
H 15.994 -6.302 -13.436
H 15.846 -7.616 -14.153
*
```

Below is H14LiO7 as an isolated structure, with properties calculated with the ωB97M-V functional and the def2-TZVPD basis.

## Properties
Kohn-Sham gap: 10.7169 eV
Energy relative to the best compared isomer or geometry (same formula, charge and spin): 13.9 kcal/mol
E_HOMO: -0.5162 Eh
Electronic energy: -14761.415 eV

```
! RIJCOSX wB97M-V def2-TZVPD def2/J DEFGRID3
* xyz 1 1
Li -0.473 0.101 0.182
O 0.266 -1.778 -2.032
H 0.012 -2.622 -1.660
H 1.223 -1.800 -2.046
O -1.478 0.956 -1.596
H -1.049 1.631 -2.122
H -2.381 1.259 -1.507
O 1.270 0.752 -1.060
H 0.966 0.296 -1.844
H 2.105 1.143 -1.319
O -1.746 -1.531 0.560
H -1.522 -2.112 1.288
H -2.606 -1.834 0.268
O -1.271 1.339 1.708
H -2.133 1.546 1.345
H -1.342 1.563 2.636
O 0.819 -0.932 1.210
H 0.271 -0.919 1.994
H 1.432 -1.653 1.357
O 2.426 1.772 1.163
H 3.044 1.959 0.456
H 2.166 0.862 1.019
*
```

Below is a 6-piece molecular cluster, H14NO5 overall in a non-equilibrium geometry, with properties calculated with the ωB97M-V functional and the def2-TZVPD basis.

## Properties
Kohn-Sham gap: 11.0217 eV
Energy relative to the best compared isomer or geometry (same formula, charge and spin): 33.6 kcal/mol
E_HOMO: -0.5268 Eh
Electronic energy: -11948.966 eV

```
! RIJCOSX wB97M-V def2-TZVPD def2/J DEFGRID3
* xyz 1 1
N -0.075 1.398 -1.743
H -0.182 1.269 -2.743
H 0.178 2.331 -1.400
H -0.885 1.034 -1.145
H 0.629 0.677 -1.526
H -0.777 -4.077 4.025
H -1.262 -3.081 2.969
O -0.472 -3.516 3.301
H 1.534 -1.694 -1.979
H -0.007 -1.477 -1.938
O 0.808 -1.174 -2.342
H -2.664 1.625 0.291
H -1.952 0.235 0.718
O -2.029 0.935 0.069
H -0.072 -1.691 0.867
H 1.104 -2.606 0.833
O 0.839 -1.717 0.562
H 2.194 3.542 0.958
H 1.629 4.416 -0.107
O 1.463 3.569 0.329
*
```

Below is a 6-piece molecular cluster, H14NO5 overall, with properties calculated with the ωB97M-V functional and the def2-TZVPD basis.

## Properties
Kohn-Sham gap: 12.3505 eV
Energy relative to the best compared isomer or geometry (same formula, charge and spin): 10.9 kcal/mol
E_HOMO: -0.5517 Eh
Electronic energy: -11949.948 eV

```
! RIJCOSX wB97M-V def2-TZVPD def2/J DEFGRID3
* xyz 1 1
N 0.064 0.567 -0.408
H -0.688 0.373 0.254
H 0.420 1.498 -0.172
H -0.295 0.537 -1.379
H 0.889 -0.089 -0.321
H 1.318 -3.567 2.321
H 2.448 -2.717 2.868
O 1.733 -2.702 2.217
H -3.654 -0.807 1.090
H -3.230 -0.607 -0.319
O -2.975 -0.350 0.575
H 0.483 3.957 1.629
H -0.722 3.598 0.821
O 0.133 3.238 1.087
H 2.700 -1.783 -0.529
H 2.092 -1.462 0.824
O 2.103 -1.157 -0.107
H -0.302 0.909 -3.689
H -1.596 0.099 -3.673
O -0.921 0.466 -3.089
*
```

Below is a 6-piece molecular cluster, H14NO5 overall in a non-equilibrium geometry, with properties calculated with the ωB97M-V functional and the def2-TZVPD basis.

## Properties
Kohn-Sham gap: 11.8775 eV
Energy relative to the best compared isomer or geometry (same formula, charge and spin): 21.6 kcal/mol
E_HOMO: -0.5374 Eh
Electronic energy: -11949.487 eV

```
! RIJCOSX wB97M-V def2-TZVPD def2/J DEFGRID3
* xyz 1 1
N -1.214 0.070 0.372
H -1.396 -0.928 0.769
H -1.607 0.109 -0.590
H -1.723 0.831 0.825
H -0.164 0.171 0.295
H 4.950 -0.501 0.310
H 5.235 0.348 -0.984
O 4.560 -0.251 -0.555
H -1.556 -2.812 2.315
H -0.780 -3.542 1.267
O -1.105 -2.656 1.515
H -2.515 0.139 -3.855
H -1.007 0.507 -3.703
O -1.721 0.073 -3.305
H 2.453 0.409 -0.266
H 1.962 -0.988 -0.303
O 1.648 -0.102 -0.422
H -2.793 2.999 2.153
H -1.326 3.200 2.448
O -1.904 2.924 1.713
*
```